# 1
C4H5NOS2 as an isolated structure at a distorted geometry. Source: the Open Molecules 2025 dataset; level of theory: ωB97M-V with the def2-TZVPD basis set.

Computed properties:
* multiplicity: 1
* largest force on an atom: 6.67 eV Å⁻¹

Geometry as XYZ:
```
13
C4H5NOS2 | the Open Molecules 2025 dataset | ωB97M-V with the def2-TZVPD basis set
C 0.70143 0.36598 0.91327
C 0.31579 0.70128 -0.43378
C -0.86046 -1.19288 -1.63715
C -0.07708 -0.90988 0.78965
H -0.15051 2.31242 2.09774
H 1.69998 -0.10385 1.09219
H -0.60538 1.51306 -0.39849
H 1.08037 0.87489 -1.08370
H -1.51363 -2.03172 -1.58950
N -0.20215 -0.67770 -0.50009
O -0.57642 -1.70689 1.58344
S 1.00598 1.52280 2.30139
S -0.81793 -0.66751 -3.13497
```



# 2
One molecule with the formula C4H5NOS2 at a distorted geometry. Source: the Open Molecules 2025 dataset; level of theory: ωB97M-V with the def2-TZVPD basis set.

Computed properties:
* multiplicity: 1
* SMILES: On1cc(S)cc1S
* largest force on an atom: 2.47 eV Å⁻¹

Geometry as XYZ:
```
13
C4H5NOS2 | the Open Molecules 2025 dataset | ωB97M-V with the def2-TZVPD basis set
O -0.95743 -1.39940 -1.64140
N -0.43136 -0.61360 -0.65398
C -1.24400 -0.00087 0.28256
C -0.43723 0.84028 1.00898
S -0.94026 1.90108 2.30180
C 0.90126 0.71800 0.47806
C 0.84272 -0.17903 -0.54093
S 2.13337 -0.85117 -1.53381
H -0.51634 -2.25719 -1.40655
H -2.30040 -0.21863 0.29573
H -0.68381 1.02831 3.33628
H 1.78736 1.26697 0.74803
H 1.84613 -0.23475 -2.67476
```



# 3
C4H5NP2 as an isolated structure at a distorted geometry. Source: the Open Molecules 2025 dataset; level of theory: ωB97M-V with the def2-TZVPD basis set.

Computed properties:
* multiplicity: 1
* largest force on an atom: 7.18 eV Å⁻¹

Geometry as XYZ:
```
12
C4H5NP2 | the Open Molecules 2025 dataset | ωB97M-V with the def2-TZVPD basis set
C -0.63063 -0.45921 -0.34570
C -1.81129 -0.37772 -0.25917
C 1.41394 -0.54747 -0.40469
C 1.92994 0.52715 0.42124
N -3.80567 1.09177 0.39872
P 1.89562 -1.85487 -1.29459
P -3.55280 -0.40305 0.07942
H 1.45823 0.55260 1.42043
H 2.94898 0.39908 0.45179
H 1.71577 1.47454 -0.11050
H -4.76036 1.39992 0.63837
H 3.19827 -1.80273 -0.99532
```



# 4
One molecule with the formula C4H5NS at a distorted geometry. Source: the Open Molecules 2025 dataset; level of theory: ωB97M-V with the def2-TZVPD basis set.

Computed properties:
* multiplicity: 1
* SMILES: C#CC(=S)NC
* largest force on an atom: 7.36 eV Å⁻¹

Geometry as XYZ:
```
11
C4H5NS | the Open Molecules 2025 dataset | ωB97M-V with the def2-TZVPD basis set
C -3.10274 0.08411 0.05462
C -1.89067 0.20930 0.02658
C -0.45446 0.59161 0.00758
S 0.05447 2.13676 -0.01684
N 0.42988 -0.41322 -0.10211
C 1.87275 -0.24515 0.08686
H -4.04601 -0.10935 -0.01262
H 0.16097 -1.46248 -0.38798
H 2.19478 -1.25046 0.17226
H 2.33262 0.19054 0.91201
H 2.44841 0.26834 -0.74036
```



E_tot, record by record: -1081.7019, -1081.7143, -892.6590, -608.2470 Eh
Lowest unoccupied orbital energy, record by record: -0.0222, 0.0190, -0.0139, 0.0045 hartree
Frontier orbital gap, record by record: 8.6, 9.4, 8.8, 8.7 eV